Record 1
{
  "formula": "C4H7NO",
  "method": "wB97M-V/def2-TZVPD",
  "e_above_lowest_kj_mol": 445.5,
  "total_energy_ev": -7795.0271,
  "homo_energy_ev": [-6.23, -6.22],
  "species": ["C", "C", "C", "N", "C", "O", "H", "H", "H", "H", "H", "H", "H"],
  "xyz": [[1.716, 0.221, 0.668], [0.282, 0.598, 0.864], [-0.585, -0.504, -1.263], [-0.657, 0.038, 0.103], [-1.967, -0.199, 0.048], [-1.999, -0.659, -1.292], [1.985, -0.747, 1.124], [2.369, 0.976, 1.116], [1.991, 0.159, -0.395], [-0.066, 1.054, 1.783], [-0.230, 0.246, -1.972], [-0.040, -1.448, -1.343], [-2.799, 0.265, 0.558]],
  "nbo_charge": [-0.6445, -0.1934, 0.1111, -0.2640, 0.1168, -0.5080, 0.1960, 0.2245, 0.1998, 0.1902, 0.1939, 0.1883, 0.1892]
}

=====

Record 2
{
  "formula": "C5H6CrO11",
  "method": "wB97M-V/def2-TZVPD",
  "e_above_lowest_kj_mol": 265.8,
  "total_energy_ev": -56229.0260,
  "spin_multiplicity": 4,
  "homo_energy_ev": [-4.61, -4.91],
  "total_charge": -1,
  "species": ["Cr", "C", "C", "O", "O", "H", "H", "H", "O", "C", "O", "O", "H", "O", "C", "O", "O", "H", "O", "C", "O", "O", "H"],
  "xyz": [[0.038, -0.305, -0.045], [-0.398, 3.780, -0.211], [-0.573, 2.316, 0.032], [-0.893, 1.581, -0.870], [-0.074, 1.646, 0.976], [-1.373, 4.145, -0.532], [0.384, 3.980, -0.944], [-0.348, 4.289, 0.751], [3.806, -0.875, 0.273], [2.594, -0.414, 0.189], [1.780, -0.633, 1.060], [2.028, 0.014, -0.773], [3.974, -1.064, 1.199], [0.054, -3.268, -2.765], [0.063, -2.321, -1.857], [-0.392, -1.211, -2.040], [0.503, -2.517, -0.725], [-0.531, -2.942, -3.453], [-3.067, -1.349, 2.509], [-2.025, -1.198, 1.605], [-0.815, -1.225, 1.821], [-1.978, -0.830, 0.418], [-2.757, -1.600, 3.382]],
  "lowdin_spin": [2.9086, -0.0003, 0.0064, 0.0210, -0.0306, 0.0002, 0.0002, 0.0000, 0.0014, 0.0035, -0.0054, -0.0214, -0.0001, 0.0029, 0.0071, 0.0359, 0.0071, 0.0003, 0.0038, 0.0110, 0.0544, -0.0066, 0.0003]
}

=====

Record 3
{
  "formula": "C9H18O8P",
  "method": "wB97M-V/def2-TZVPD",
  "e_above_lowest_kj_mol": 0.0,
  "total_energy_ev": -35286.2412,
  "homo_energy_ev": -12.52,
  "total_charge": 1,
  "species": ["O", "C", "O", "C", "C", "P", "O", "C", "C", "O", "C", "O", "H", "H", "H", "H", "H", "H", "H", "H", "H", "H", "H", "H", "C", "O", "C", "O", "O", "C", "H", "H", "H", "H", "H", "H"],
  "xyz": [[-0.933, -1.892, 0.389], [-0.473, -1.260, -0.498], [0.250, -0.111, -0.230], [-0.609, 1.009, -0.223], [0.220, 2.229, 0.122], [-0.706, 3.727, -0.209], [-0.763, 4.020, -1.745], [-2.350, 3.746, 0.548], [-3.482, 3.357, -0.379], [-3.453, 1.984, -0.693], [-4.475, 1.198, -0.226], [-4.462, 0.002, -0.415], [-0.601, -1.555, -1.534], [-1.359, 0.866, 0.539], [-1.101, 1.100, -1.183], [1.166, 2.266, -0.395], [0.407, 2.228, 1.190], [0.015, 4.764, 0.374], [-1.437, 3.488, -2.184], [-2.284, 3.131, 1.433], [-2.526, 4.757, 0.879], [-4.409, 3.656, 0.081], [-3.427, 3.904, -1.306], [-5.252, 1.681, 0.371], [1.248, -4.332, 0.066], [2.463, -4.850, 0.600], [3.500, -4.032, 0.451], [3.467, -2.947, -0.067], [4.569, -4.617, 0.972], [5.770, -3.847, 0.879], [0.480, -5.080, 0.242], [0.961, -3.413, 0.563], [1.346, -4.170, -1.008], [5.666, -2.908, 1.418], [6.025, -3.657, -0.161], [6.550, -4.444, 1.340]],
  "nbo_charge": [-0.4856, 0.6459, -0.5389, -0.0727, -0.7789, 1.6725, -0.9203, -0.7871, -0.0780, -0.5354, 0.6260, -0.4935, 0.1399, 0.1967, 0.1797, 0.2967, 0.2750, 0.0119, 0.5306, 0.2775, 0.2862, 0.2221, 0.1970, 0.1339, -0.2578, -0.4855, 0.9803, -0.6590, -0.4849, -0.2559, 0.2029, 0.1897, 0.1840, 0.1898, 0.1934, 0.2016]
}

=====

Record 4
{
  "formula": "C10H12BrNO2",
  "method": "wB97M-V/def2-TZVPD",
  "e_above_lowest_kj_mol": 571.1,
  "total_energy_ev": -86186.6877,
  "homo_energy_ev": [-7.75, -8.24],
  "species": ["C", "C", "C", "C", "C", "C", "C", "C", "C", "C", "N", "O", "O", "Br", "H", "H", "H", "H", "H", "H", "H", "H", "H", "H", "H", "H"],
  "xyz": [[2.580, 0.958, 0.265], [3.080, -1.267, -0.505], [1.217, 0.678, 0.160], [3.505, -0.021, -0.071], [0.931, -0.599, -0.286], [-2.272, -1.788, -1.562], [-1.790, -1.468, -0.231], [-0.287, 2.392, -0.822], [-2.477, -1.123, 1.966], [0.157, 1.689, 0.461], [1.782, -1.512, -0.595], [-2.540, -0.546, -0.905], [-2.103, -2.026, 0.943], [5.376, 0.338, 0.071], [2.904, 1.930, 0.611], [3.767, -2.057, -0.770], [-1.589, -1.733, -2.398], [-3.143, -2.421, -1.690], [-0.654, 1.661, -1.539], [0.540, 2.935, -1.272], [-1.090, 3.092, -0.602], [-2.893, -1.723, 2.772], [-3.222, -0.411, 1.598], [-1.599, -0.578, 2.327], [-0.706, 1.178, 0.893], [0.527, 2.423, 1.180]],
  "nbo_charge": [-0.2046, -0.0008, -0.1159, -0.1209, 0.2741, -0.1581, 0.5449, -0.5929, -0.2619, -0.4164, -0.4495, -0.4977, -0.4982, 0.0515, 0.2291, 0.2084, 0.1953, 0.1866, 0.2178, 0.2025, 0.2101, 0.2016, 0.1894, 0.1823, 0.2162, 0.2071]
}

=====

Record 5
{
  "formula": "C36H19F17O4P",
  "method": "wB97M-V/def2-TZVPD",
  "total_energy_ev": -101305.9525,
  "homo_energy_ev": -11.08,
  "total_charge": 1,
  "species": ["F", "C", "F", "F", "C", "F", "F", "C", "F", "F", "C", "F", "F", "C", "F", "F", "C", "F", "F", "C", "F", "F", "C", "F", "F", "P", "H", "H", "H", "C", "C", "C", "C", "C", "C", "C", "O", "C", "C", "C", "C", "C", "C", "C", "O", "H", "H", "H", "H", "H", "H", "H", "H", "C", "C", "C", "C", "C", "C", "C", "O", "C", "C", "C", "C", "C", "C", "C", "O", "H", "H", "H", "H", "H", "H", "H", "H"],
  "xyz": [[-1.762, -0.634, -4.209], [-0.753, -1.057, -3.322], [0.459, -1.024, -4.033], [-1.062, -2.352, -2.942], [-0.683, 0.010, -2.137], [0.161, 1.047, -2.632], [-1.911, 0.671, -1.899], [0.036, -0.494, -0.800], [0.787, 0.591, -0.313], [1.009, -1.442, -1.228], [-0.885, -1.229, 0.264], [-0.238, -2.447, 0.613], [-2.081, -1.674, -0.358], [-1.321, -0.379, 1.540], [-2.657, -0.789, 1.828], [-1.483, 1.006, 1.272], [-0.538, -0.688, 2.887], [-1.143, 0.125, 3.884], [-0.737, -2.008, 3.356], [1.018, -0.413, 2.937], [1.492, -1.101, 4.095], [1.779, -0.932, 1.880], [1.498, 1.090, 3.157], [1.270, 1.566, 4.473], [1.087, 1.998, 2.179], [3.420, 1.036, 3.011], [3.844, 1.072, 1.629], [3.944, -0.097, 3.716], [3.873, 2.217, 3.696], [-9.332, 6.372, -2.312], [-8.463, 7.438, -2.533], [-7.101, 7.285, -2.304], [-6.604, 6.067, -1.841], [-7.478, 5.007, -1.597], [-8.842, 5.159, -1.844], [-6.970, 3.724, -1.058], [-7.731, 2.797, -0.848], [-5.523, 3.590, -0.771], [-5.038, 2.408, -0.210], [-3.680, 2.267, 0.050], [-2.800, 3.303, -0.257], [-3.280, 4.483, -0.811], [-4.644, 4.633, -1.060], [-5.149, 5.909, -1.618], [-4.380, 6.815, -1.882], [-10.394, 6.490, -2.500], [-8.848, 8.389, -2.887], [-6.428, 8.117, -2.483], [-9.524, 4.334, -1.669], [-5.718, 1.597, 0.028], [-3.310, 1.354, 0.489], [-1.738, 3.190, -0.061], [-2.590, 5.288, -1.044], [8.702, -4.191, 2.591], [9.124, -5.234, 1.770], [8.303, -5.688, 0.744], [7.051, -5.108, 0.543], [6.619, -4.079, 1.381], [7.453, -3.614, 2.399], [5.273, -3.487, 1.210], [4.893, -2.580, 1.942], [4.390, -4.014, 0.145], [3.100, -3.507, 0.010], [2.265, -3.982, -0.994], [2.718, -4.961, -1.875], [4.003, -5.475, -1.740], [4.838, -5.009, -0.723], [6.192, -5.587, -0.564], [6.591, -6.446, -1.328], [9.348, -3.832, 3.385], [10.094, -5.693, 1.928], [8.638, -6.498, 0.104], [7.129, -2.806, 3.045], [2.739, -2.742, 0.689], [1.262, -3.587, -1.091], [2.068, -5.325, -2.663], [4.351, -6.242, -2.424]],
  "mulliken_charge": [-0.2406, 0.6536, -0.2206, -0.1967, 0.4208, -0.2965, -0.1882, 0.6083, -0.2469, -0.1861, 0.4726, -0.2424, -0.2936, 0.8546, -0.3465, -0.1152, 0.3532, -0.2824, -0.2622, 0.4364, -0.2764, -0.2106, 0.5834, -0.2131, -0.1607, -0.0201, 0.2650, 0.2778, 0.2427, -0.4747, -0.4825, -0.5412, 0.2009, 0.1716, -0.5290, 0.4358, -0.6597, 0.1626, -0.8597, 0.1170, -0.0714, -1.1766, 0.1991, 0.6001, -0.6666, 0.4031, 0.3974, 0.4627, 0.4656, 0.4926, 0.3739, 0.3581, 0.4495, -0.5433, -0.4937, -0.5578, 0.1916, 0.1763, -0.4678, 0.4525, -0.7234, -0.2832, 0.0009, -0.2206, -0.8561, -0.6421, 0.4068, 0.5660, -0.6499, 0.3985, 0.4112, 0.4760, 0.4128, 0.5664, 0.4474, 0.4379, 0.4959]
}

=====

Record 6
{
  "formula": "C2H5N5",
  "method": "wB97M-V/def2-TZVPD",
  "e_above_lowest_kj_mol": 401.6,
  "total_energy_ev": -9601.8596,
  "homo_energy_ev": -9.69,
  "species": ["C", "C", "N", "N", "N", "N", "N", "H", "H", "H", "H", "H"],
  "xyz": [[0.764, 0.570, -0.680], [-2.377, -0.382, -0.252], [2.041, 1.108, -0.381], [0.911, -0.611, -0.038], [2.769, 0.335, 0.418], [2.105, -0.682, 0.673], [-1.747, -0.725, 0.776], [-2.906, 0.612, -0.318], [-2.531, -1.113, -1.079], [2.314, 2.151, -0.524], [0.096, -1.336, 0.053], [-1.439, 0.074, 1.352]],
  "nbo_charge": [0.0889, -0.0028, -0.4478, -0.4753, -0.0322, -0.0540, -0.6543, 0.1560, 0.1663, 0.4310, 0.4704, 0.3538]
}

=====

Record 7
{
  "formula": "CH3NO4P",
  "method": "wB97M-V/def2-TZVPD",
  "e_above_lowest_kj_mol": 13.0,
  "total_energy_ev": -20046.1237,
  "homo_energy_ev": -15.34,
  "total_charge": 1,
  "species": ["C", "N", "O", "O", "O", "O", "P", "H", "H", "H"],
  "xyz": [[1.035, 0.847, -0.001], [1.964, 1.384, 0.481], [2.944, 1.875, 0.840], [-0.205, -1.250, -1.203], [-1.722, 0.533, -0.118], [-0.371, -0.821, 1.371], [-0.373, -0.178, -0.016], [-0.860, -1.124, -1.905], [-2.235, 0.451, -0.929], [-0.176, -1.719, 1.478]],
  "nbo_charge": [-0.3967, 0.3622, -0.1919, -0.9241, -0.9377, -0.9390, 2.3858, 0.5347, 0.5528, 0.5538]
}

=====

Record 8
{
  "formula": "C29H31CaN4O2Si",
  "method": "wB97M-V/def2-TZVPD",
  "e_above_lowest_kj_mol": 439.5,
  "total_energy_ev": -66938.3219,
  "homo_energy_ev": [-2.20, -1.75],
  "total_charge": -1,
  "species": ["Ca", "C", "C", "N", "N", "C", "O", "C", "C", "C", "C", "C", "C", "C", "C", "C", "C", "C", "N", "H", "H", "H", "H", "H", "H", "H", "H", "H", "H", "H", "H", "C", "Si", "C", "C", "N", "C", "C", "C", "C", "C", "C", "O", "C", "C", "C", "C", "C", "C", "H", "H", "H", "H", "H", "H", "H", "H", "H", "H", "H", "H", "H", "H", "H", "H", "H", "H", "H"],
  "xyz": [[0.657, -0.433, -0.887], [-0.390, 1.672, -4.085], [0.282, 0.955, -2.951], [-0.378, 0.295, -2.085], [-1.655, -0.033, -1.789], [-1.701, -0.796, -0.689], [-0.848, -1.280, 0.130], [-3.106, -1.237, -0.246], [-3.373, -2.040, 0.880], [-4.680, -2.403, 1.224], [-5.752, -1.970, 0.448], [-5.516, -1.175, -0.671], [-4.207, -0.814, -1.012], [1.844, 0.992, -2.787], [2.586, 1.708, -3.722], [3.977, 1.753, -3.593], [4.600, 1.087, -2.541], [3.814, 0.390, -1.641], [2.476, 0.321, -1.728], [-1.475, 1.535, -4.040], [-0.035, 1.273, -5.040], [-0.177, 2.742, -4.027], [-2.548, -2.388, 1.498], [-4.848, -3.023, 2.099], [-6.766, -2.251, 0.714], [-6.342, -0.830, -1.285], [-4.041, -0.193, -1.888], [2.116, 2.231, -4.545], [4.571, 2.307, -4.314], [5.677, 1.109, -2.424], [4.244, -0.148, -0.802], [0.532, 2.881, -1.819], [0.324, 2.897, 0.052], [1.666, 3.994, 0.775], [-1.351, 3.635, 0.454], [0.477, 1.269, 0.633], [0.292, 0.802, 1.898], [0.036, 1.622, 3.020], [-0.188, 1.113, 4.306], [-0.169, -0.253, 4.528], [0.096, -1.109, 3.465], [0.352, -0.605, 2.172], [0.629, -1.463, 1.105], [0.917, -2.782, 1.338], [0.015, -3.739, 0.876], [0.300, -5.094, 1.036], [1.494, -5.487, 1.645], [2.407, -4.525, 2.084], [2.125, -3.168, 1.919], [0.457, 3.895, -2.221], [-0.242, 2.268, -2.289], [1.510, 2.474, -2.096], [1.616, 4.994, 0.336], [2.657, 3.580, 0.563], [1.565, 4.097, 1.859], [-1.466, 4.604, -0.041], [-1.484, 3.794, 1.527], [-2.156, 2.981, 0.104], [0.002, 2.701, 2.916], [-0.385, 1.801, 5.122], [-0.358, -0.652, 5.518], [0.092, -2.175, 3.657], [-0.902, -3.415, 0.391], [-0.405, -5.839, 0.679], [1.717, -6.543, 1.767], [3.342, -4.828, 2.544], [2.832, -2.407, 2.236], [2.651, -0.676, -0.259]],
  "mulliken_charge": [0.3416, -1.7822, 0.7794, 0.8247, -1.3453, 0.2775, -0.5391, 0.6325, -0.0453, -0.9226, -0.3219, -0.7205, -0.4472, 0.2097, -0.7093, -0.4309, -0.7915, -0.4116, -0.1193, 0.3429, 0.4724, 0.3522, 0.2311, 0.3999, 0.3668, 0.3685, 0.3741, 0.3354, 0.4138, 0.3747, 0.2971, -0.7848, -0.0915, -1.2138, -1.1739, 0.2211, 0.4201, -0.4856, -0.9758, -0.8888, -0.7776, 0.5349, 1.3761, 0.1056, 0.0948, -0.9955, -0.4466, -0.6220, -0.3836, 0.5132, 0.0870, 0.3646, 0.3796, 0.2883, 0.3022, 0.3792, 0.3253, 0.3054, 0.0974, 0.3739, 0.3520, 0.4104, 0.2278, 0.4015, 0.3611, 0.3597, 0.4309, 0.3196]
}